Version a
{"formula": "C6H8O2", "method": "wB97M-V/def2-TZVPD", "charge": 0, "e_lumo_ev": 0.89, "species": ["C", "C", "C", "C", "C", "C", "H", "H", "H", "H", "H", "H", "H", "H", "O", "O"], "coordinates": [[1.30798, -1.37896, 0.29767], [-0.62669, -0.21694, 0.92918], [0.74977, -0.00002, -0.48083], [0.36227, 0.99393, -1.45949], [-1.02547, 1.30702, -1.07091], [-1.56297, 0.53582, -0.02163], [1.84416, -0.68471, 1.03611], [1.65939, -2.27472, -0.24827], [-1.09563, -0.26616, 2.00021], [-0.15210, -0.77735, -0.73160], [0.34883, 0.73933, -2.57227], [1.16614, 1.72089, -1.15087], [-1.66856, 2.04123, -1.28541], [-2.61440, 0.31943, 0.21657], [0.04300, -1.54135, 0.79083], [0.61735, 0.50847, 0.90561]], "nbo_charge": [-0.07, 0.29, -0.02, -0.50, -0.15, -0.25, 0.24, 0.21, 0.19, 0.24, 0.25, 0.25, 0.22, 0.22, -0.58, -0.54]}

***

Version b
{"formula": "C6H8O2", "method": "wB97M-V/def2-TZVPD", "smiles": "C=C[C@@]1(O)C=COC1", "charge": 0, "e_lumo_ev": 0.93, "species": ["C", "C", "C", "C", "C", "C", "H", "H", "H", "H", "H", "H", "H", "H", "O", "O"], "coordinates": [[0.53357, -0.28269, 0.37158], [0.70025, -0.46575, -1.14542], [-1.34040, -1.11240, -0.69412], [-0.84613, -0.94780, 0.48770], [0.53399, 1.14796, 0.88315], [-0.49517, 1.99795, 0.57026], [1.53020, -1.78339, 0.83034], [1.04134, 0.48061, -1.61532], [1.57311, -1.07238, -1.54416], [-2.36791, -1.30810, -1.09602], [-1.47559, -0.95520, 1.39496], [1.39158, 1.55072, 1.34657], [-0.53243, 3.05768, 0.78812], [-1.39205, 1.57501, 0.01243], [1.58061, -0.89856, 1.13250], [-0.43496, -0.98364, -1.72256]], "nbo_charge": [0.15, -0.11, 0.14, -0.35, -0.19, -0.39, 0.46, 0.20, 0.20, 0.21, 0.24, 0.22, 0.21, 0.19, -0.69, -0.49]}

***

version b (136.3 kcal/mol below the next structure)